Below is 2 unconnected molecules or ions with the total composition C6H11BCl3O5P, with properties calculated with the ωB97M-V functional and the def2-TZVPD basis.

Properties
**SMILES string**: O=C1OC[C@@H](B(O)O)[C@@H]1P(O)Cl.ClCCCl
**E_LUMO**: 0.07 eV
**HOMO energy**: -9.3711 eV
**E**: -64174.248 eV
**Spin multiplicity**: 1

Each atom is followed by the atoms it is bonded to, with distances in Å.
Atoms and positions in Å:
1 O -1.565 1.646 -0.350  C2 1.186
2 C -1.666 0.465 -0.317  O1 1.186, O3 1.371, C9 1.526
3 O -2.573 -0.210 -1.093  C2 1.371, C4 1.442
4 C -2.689 -1.563 -0.610  O3 1.442, C5 1.530, H13 1.088, H14 1.095
5 C -2.183 -1.485 0.832  C4 1.530, B6 1.587, C9 1.540, H15 1.100
6 B -1.983 -2.833 1.646  C5 1.587, O7 1.380, O8 1.368
7 O -1.068 -3.778 1.229  B6 1.380, H16 0.960
8 O -2.655 -3.039 2.819  B6 1.368, H17 0.960
9 C -0.968 -0.583 0.545  C2 1.526, C5 1.540, P10 1.832, H18 1.098
10 P 0.088 -0.114 1.966  C9 1.832, O11 1.633, Cl12 2.079
11 O -0.759 1.191 2.462  P10 1.633, H19 0.964
12 Cl 1.637 0.725 0.862  P10 2.079
13 H -3.711 -1.914 -0.731  C4 1.088
14 H -2.024 -2.196 -1.207  C4 1.095
15 H -2.938 -0.878 1.353  C5 1.100
16 H -1.445 -4.553 0.807  O7 0.960
17 H -3.555 -2.706 2.848  O8 0.960
18 H -0.313 -1.124 -0.151  C9 1.098
19 H -0.246 1.713 3.089  O11 0.964
20 Cl 5.005 1.444 -0.749  C21 1.783
21 C 4.472 2.883 -1.656  Cl20 1.783, C22 1.508, H24 1.087, H25 1.089
22 C 3.127 2.675 -2.305  C21 1.508, Cl23 1.784, H26 1.089, H27 1.087
23 Cl 3.198 1.482 -3.629  C22 1.784
24 H 5.238 3.113 -2.393  C21 1.087
25 H 4.405 3.704 -0.944  C21 1.089
26 H 2.783 3.613 -2.739  C22 1.089
27 H 2.391 2.325 -1.586  C22 1.087